1.
{
  "formula": "C3H5N3",
  "method": "ωB97M-V with the def2-TZVPD basis set",
  "elements": ["C", "N", "C", "N", "C", "N", "H", "H", "H", "H", "H"],
  "coordinates": [[0.592702, -1.191611, -1.071768], [-0.427692, -0.169540, -0.829695], [-1.185647, -0.285567, 0.264815], [-1.853811, -0.345731, 1.216562], [0.915361, 2.378394, 0.990606], [0.131199, 1.867415, 1.697250], [1.416458, -1.140074, -0.350039], [0.982317, -1.045268, -2.080590], [0.125208, -2.177192, -1.020340], [-0.116308, 0.785508, -0.977611], [-0.579787, 1.323666, 2.160811]],
  "forces_ev_per_a": [[0.1, -0.2, -0.1], [-0.1, 0.1, 0.2], [-0.5, 0.0, 0.7], [0.6, 0.0, -0.9], [-0.8, -0.5, 0.8], [0.8, 0.5, -0.7], [-0.1, 0.0, -0.1], [0.0, 0.0, 0.1], [0.1, 0.1, 0.0], [-0.1, -0.1, 0.0], [0.0, 0.0, 0.0]],
  "max_force_ha_per_bohr": 0.024,
  "homo_ha": -0.375,
  "e_tot_ev": -7660.4435,
  "gap_ev": 11.04,
  "de_lowest_ev": 2.012,
  "lumo_energy_ev": 0.8,
  "spin_multiplicity": 1
}

2.
{
  "formula": "C3H5N3",
  "method": "ωB97M-V with the def2-TZVPD basis set",
  "elements": ["C", "C", "C", "N", "N", "N", "H", "H", "H", "H", "H"],
  "coordinates": [[0.211160, -0.940618, -0.008780], [1.560145, -0.618351, -0.023870], [-0.384440, 0.236821, -0.027427], [1.724593, 0.667271, -0.090489], [0.530454, 1.196057, -0.027989], [-1.811304, 0.293407, -0.052044], [-0.275521, -1.937850, 0.081724], [2.436413, -1.256381, -0.229319], [0.329279, 2.112067, -0.307091], [-2.069043, -0.613374, 0.094620], [-2.251735, 0.860948, 0.590662]],
  "forces_ev_per_a": [[3.2, -4.7, 0.1], [-0.4, -8.9, 0.2], [-7.3, -0.9, -0.2], [3.9, 6.8, -1.0], [-0.8, 4.2, 1.4], [3.8, 1.7, -1.7], [0.6, 1.0, -0.3], [-0.8, 0.2, 0.3], [0.2, 1.3, -0.7], [-1.3, -2.8, 0.2], [-1.1, 1.9, 1.6]],
  "max_force_ha_per_bohr": 0.173,
  "homo_ha": [-0.142, -0.343],
  "e_tot_ev": -7656.3034,
  "s_squared": 2.01,
  "gap_ev": [4.75, 7.54],
  "de_lowest_ev": 1.007,
  "lumo_energy_ev": [0.9, -1.8],
  "spin_multiplicity": 3
}

3.
{
  "formula": "C3H5N3",
  "method": "ωB97M-V with the def2-TZVPD basis set",
  "elements": ["C", "C", "C", "N", "N", "N", "H", "H", "H", "H", "H"],
  "coordinates": [[0.255268, -1.227498, 0.150488], [0.008406, 1.160377, 0.774842], [-0.584469, 0.028534, -1.750877], [0.542853, -0.991030, 1.355663], [0.404518, 0.359830, 1.667082], [-0.135162, -0.149393, -0.604301], [0.397071, -2.327937, -0.160550], [-0.365049, 2.198164, 0.651680], [-0.710140, 1.143498, -2.162650], [-0.445031, -0.680820, -2.682965], [0.631737, 0.486274, 2.761587]],
  "forces_ev_per_a": [[0.8, -2.9, 0.1], [-0.5, -2.8, -1.8], [1.1, 2.5, -5.7], [0.5, -0.7, 0.5], [0.0, 0.9, 1.9], [0.0, 3.1, 4.1], [-0.5, 1.8, -0.1], [0.4, -0.5, 0.0], [-0.4, -2.3, 1.3], [-0.8, 0.5, 2.2], [-0.6, 0.4, -2.7]],
  "max_force_ha_per_bohr": 0.123,
  "homo_ha": -0.820,
  "e_tot_ev": -7637.4392,
  "gap_ev": 10.15,
  "de_lowest_ev": 3.166,
  "total_charge": 2,
  "lumo_energy_ev": -12.2,
  "spin_multiplicity": 1
}

What did the third record say?
{
  "formula": "C3H5N3",
  "method": "ωB97M-V with the def2-TZVPD basis set",
  "elements": ["C", "C", "C", "N", "N", "N", "H", "H", "H", "H", "H"],
  "coordinates": [[0.255268, -1.227498, 0.150488], [0.008406, 1.160377, 0.774842], [-0.584469, 0.028534, -1.750877], [0.542853, -0.991030, 1.355663], [0.404518, 0.359830, 1.667082], [-0.135162, -0.149393, -0.604301], [0.397071, -2.327937, -0.160550], [-0.365049, 2.198164, 0.651680], [-0.710140, 1.143498, -2.162650], [-0.445031, -0.680820, -2.682965], [0.631737, 0.486274, 2.761587]],
  "forces_ev_per_a": [[0.8, -2.9, 0.1], [-0.5, -2.8, -1.8], [1.1, 2.5, -5.7], [0.5, -0.7, 0.5], [0.0, 0.9, 1.9], [0.0, 3.1, 4.1], [-0.5, 1.8, -0.1], [0.4, -0.5, 0.0], [-0.4, -2.3, 1.3], [-0.8, 0.5, 2.2], [-0.6, 0.4, -2.7]],
  "max_force_ha_per_bohr": 0.123,
  "homo_ha": -0.820,
  "e_tot_ev": -7637.4392,
  "gap_ev": 10.15,
  "de_lowest_ev": 3.166,
  "total_charge": 2,
  "lumo_energy_ev": -12.2,
  "spin_multiplicity": 1
}